The following is a DFT calculation (wB97M-V/def2-TZVPD) of a molecular structure, C4H5NO.

Geometry as XYZ:
```
11
Properties=species:S:1:pos:R:3:forces:R:3:mulliken_charge:R:1
C -1.84095 -0.06310 0.26807 -0.05 0.00 0.01 -0.9880
C -0.35144 -0.06283 0.09035 -0.06 0.03 -0.04 0.4896
N 0.28406 -1.30164 0.03218 0.20 0.21 -0.04 -0.0289
O 1.50461 -1.26550 -0.15683 -0.16 0.16 0.03 -0.2732
C 1.80422 0.57822 -0.28260 -0.11 -0.05 0.03 -0.1914
C 0.51078 0.98686 -0.07764 0.16 -0.25 -0.05 -0.3263
H -2.19457 -1.06026 0.54457 0.07 0.14 -0.03 0.3218
H -2.14256 0.64721 1.04268 0.08 -0.11 -0.11 0.2713
H -2.33694 0.23104 -0.66294 0.06 -0.05 0.14 0.2197
H 2.55509 0.70316 0.49949 -0.13 -0.06 -0.07 0.2537
H 2.20770 0.60682 -1.29733 -0.07 -0.03 0.13 0.2517
```
Positions in Å, forces in eV/Å.

As for the gap between HOMO and LUMO: 8.721 eV. The value obtained for the total energy is -7761.648 eV. Its energy above the lowest of the compared OMol25 structures with the same formula, charge and spin is 470.7 kJ/mol. The calculation puts the LUMO energy at -0.7 eV. Its total charge is 0.